Entry from OMol25: C5H11NO2 in the gas phase (ωB97M-V/def2-TZVPD).

Calculated values
**E_HOMO**: -10.1 eV
**Orbital gap**: 10.91 eV
**Electronic energy**: -10947.05179 eV
**SMILES string**: [H]/N=C(\O)C[C@H](C)OC

Element x y z (Å)
O 0.902 0.144 -2.454
O -0.808 -1.401 0.028
N 0.493 0.024 1.109
C -0.286 0.018 0.125
C -0.675 1.011 -0.918
C -0.073 2.305 -2.992
C 2.188 0.216 -3.015
C 0.429 1.360 -1.906
H -0.564 3.178 -2.540
H -0.793 1.794 -3.646
H 0.761 2.673 -3.605
H 1.252 1.847 -1.355
H 2.199 0.796 -3.953
H -1.542 0.621 -1.475
H -1.541 -1.386 -0.597
H 0.390 -1.066 1.434
H 2.901 0.675 -2.309
H 2.511 -0.808 -3.234
H -1.004 1.922 -0.393

=====

Entry from OMol25: a 2-piece molecular cluster, C13H20Cl2F3NO2Si overall (ωB97M-V/def2-TZVPD).

Calculated values
**E_HOMO**: -7.9 eV
**Orbital gap**: 7.70 eV
**Electronic energy**: -60462.89188 eV

Element x y z (Å)
Cl 0.054 -5.094 4.158
Cl -1.440 -3.211 2.487
Si 1.275 -0.863 -0.421
F -1.127 5.022 -0.264
F 0.682 4.540 -2.491
F 2.137 4.293 -0.905
O -0.899 1.922 -3.128
O -2.352 2.262 -1.416
N -2.385 -0.357 0.359
C 0.582 1.726 0.273
C 2.617 -0.905 0.890
C 0.594 -2.606 -0.660
C -1.452 -4.791 3.297
C -0.124 0.390 -0.031
C -1.129 -0.067 1.051
C 0.847 4.314 -1.212
C -0.997 0.322 -1.338
C -1.443 1.675 -2.062
C -0.316 2.941 0.591
C 2.097 -0.351 -2.025
C -0.137 4.101 -0.323
C -2.289 -0.201 -0.913
H 1.393 -0.206 -2.846
H -2.270 -4.802 4.006
H 2.846 -1.083 -2.331
H -3.227 -0.639 0.840
H 0.531 -3.144 0.286
H 1.270 -3.137 -1.332
H 3.063 0.090 0.969
H -0.400 -2.575 -1.113
H -0.802 -1.037 1.453
H -1.583 -5.556 2.542
H -1.371 2.671 0.601
H 2.613 0.605 -1.899
H 3.407 -1.577 0.549
H 1.193 1.539 1.160
H 2.252 -1.193 1.876
H -0.607 -0.332 -2.122
H -3.098 -0.383 -1.607
H -1.204 0.519 1.968
H 1.283 1.928 -0.539
H -0.084 3.249 1.621

=====

Entry from OMol25: C4H11BeClNO3Tl as an isolated structure (ωB97M-V/def2-TZVPD).

Calculated values
**E_HOMO (alpha / beta)**: 1.4 / -1.4 eV
**Orbital gap (alpha / beta)**: 4.03 / 6.73 eV
**Electronic energy**: -29570.24763 eV
**Net charge**: -2

Element x y z (Å)
Tl 0.041 -3.168 -1.490
Cl -2.157 -3.324 -0.576
O -0.839 0.631 1.495
O 0.396 2.389 1.350
O -0.361 1.800 3.379
N -0.260 1.628 2.178
C -1.040 1.767 -1.092
C 1.421 0.482 -0.068
C 0.395 -2.025 -3.340
C 1.756 -3.444 -0.080
Be -0.022 1.157 0.139
H -0.461 1.857 -2.024
H 2.539 -3.835 -0.761
H 1.645 0.132 -1.082
H 1.604 -0.412 0.537
H 1.340 -2.447 -3.727
H -0.471 -2.430 -3.895
H -1.430 2.776 -0.860
H 1.315 -4.252 0.537
H 2.126 -2.601 0.539
H 0.398 -0.919 -3.347
H -1.923 1.147 -1.326

=====

Entry from OMol25: C19H46BCl2NP2V as an isolated structure (ωB97M-V/def2-TZVPD).

Calculated values
**E_HOMO (alpha / beta)**: -8.9 / -8.9 eV
**Orbital gap (alpha / beta)**: 7.34 / 7.79 eV
**Electronic energy**: -91927.11492 eV
**Spin multiplicity**: 2

Element x y z (Å)
V -0.054 0.054 -0.099
Cl -1.183 0.200 2.001
Cl 0.204 0.061 -2.402
P -0.597 -2.328 -0.299
P 0.127 2.497 -0.267
N 1.537 -0.482 0.850
C -2.544 -3.960 -1.593
C -3.388 -1.753 -0.652
C 0.714 -4.687 -1.242
C -1.987 -3.158 2.049
C -0.862 4.809 -1.622
C 2.081 -2.618 -1.348
C 2.906 2.110 0.291
C -0.748 3.283 -1.718
C 0.657 -3.171 -1.425
C 2.470 -0.834 1.478
C 0.622 3.366 2.380
C -2.115 2.650 -1.996
C -1.772 3.448 1.534
C 2.352 4.192 -0.958
C -2.197 -2.506 -1.266
C -0.289 3.602 1.174
C -0.724 -3.418 1.223
C 0.506 -3.262 2.112
C 1.938 2.740 -0.713
B 3.637 -1.225 2.334
H 2.432 -2.530 -0.318
H -2.055 2.393 1.513
H 2.073 4.822 -0.102
H -0.266 -5.170 -1.192
H -1.846 -3.611 3.039
H 3.582 2.879 0.693
H -0.069 3.028 -2.557
H 4.295 -1.978 1.621
H 2.173 -1.642 -1.836
H 1.441 -3.583 1.642
H -2.714 2.549 -1.084
H -3.564 -4.009 -1.999
H -0.118 4.630 0.802
H 3.546 1.370 -0.212
H -2.432 4.010 0.868
H -4.068 -2.439 -0.139
H 3.450 4.221 -1.044
H 0.605 2.316 2.687
H 2.749 -3.309 -1.879
H 1.249 -5.107 -2.105
H 4.202 -0.162 2.593
H 1.945 4.617 -1.877
H -1.091 5.197 -2.623
H -3.083 -0.967 0.046
H 2.431 1.600 1.122
H 0.629 -2.226 2.428
H -2.120 -2.082 2.187
H -3.956 -1.274 -1.460
H -0.759 -4.455 0.835
H -2.666 3.290 -2.694
H -2.013 1.663 -2.455
H 3.144 -1.767 3.322
H -2.889 -3.590 1.604
H 0.241 3.969 3.211
H -1.682 5.105 -0.959
H -1.927 3.807 2.556
H -1.879 -4.384 -2.352
H 1.653 3.676 2.190
H 0.057 5.301 -1.290
H -1.919 -1.986 -2.204
H 1.284 -4.936 -0.341
H 0.246 -2.931 -2.424
H -1.450 0.388 -0.287
H -2.518 -4.602 -0.700
H 1.989 2.177 -1.667
H 0.373 -3.876 3.014

=====

Entry from OMol25: an isolated ion of composition C3H7N2S and charge +1 (ωB97M-V/def2-TZVPD).

Calculated values
**E_HOMO**: -14.1 eV
**Orbital gap**: 9.40 eV
**Electronic energy**: -17030.95533 eV
**Net charge**: +1

Element x y z (Å)
S -1.611 -0.308 -0.066
N -2.326 1.215 -0.093
N 1.088 0.430 0.078
C 1.722 1.389 -0.340
C 0.548 -1.903 0.386
C 0.154 -0.458 0.191
H 1.300 -2.107 -0.360
H 2.108 2.268 0.146
H -2.691 1.460 0.827
H 0.758 -2.160 1.443
H 2.191 1.380 -1.420
H -2.989 1.385 -0.817
H -0.253 -2.590 0.026

=====

Entry from OMol25: C5H9N3O in the gas phase (ωB97M-V/def2-TZVPD).

Calculated values
**E_HOMO**: -9.0 eV
**Orbital gap**: 9.54 eV
**Electronic energy**: -11844.32209 eV
**SMILES string**: [H]/N=N\N(C)C[C@H](O)C#C

Element x y z (Å)
O 0.634 1.703 1.154
N -0.688 -0.977 2.602
N -0.556 -0.951 0.340
N -1.102 -1.284 1.492
C 0.811 -0.519 0.122
C -0.127 2.131 -2.092
C 0.394 1.595 -1.157
C 1.056 1.011 0.001
C -1.334 -1.320 -0.817
H -1.416 -0.470 -1.496
H 2.145 1.140 -0.148
H -2.323 -1.609 -0.470
H 1.176 -1.002 -0.789
H -0.592 2.579 -2.919
H 0.197 -0.444 2.656
H 1.415 -0.881 0.968
H -0.879 -2.162 -1.350
H 1.190 1.460 1.905

=====

Entry from OMol25: C10H15N3 in the gas phase (ωB97M-V/def2-TZVPD).

Calculated values
**E_HOMO**: -7.9 eV
**Orbital gap**: 8.64 eV
**Electronic energy**: -15077.33279 eV
**SMILES string**: Cc1nccnc1N1CCCCC1

Element x y z (Å)
N 0.565 0.386 0.454
N -2.927 0.166 -0.222
N -0.722 -1.278 -0.038
C 1.493 -0.252 1.463
C -3.238 -1.155 -0.366
C -1.878 2.254 0.318
C 1.301 1.301 -0.267
C 2.409 -1.199 0.548
C 2.601 0.756 -1.170
C -0.669 0.021 0.198
C -1.875 -1.911 -0.331
C -1.779 0.834 0.035
C 3.253 -0.526 -0.555
H 2.304 0.629 1.824
H -1.819 -2.892 -0.483
H 3.150 -2.023 1.019
H 1.666 -1.985 0.126
H 0.549 1.824 -0.952
H 2.146 0.337 -2.065
H 3.331 1.746 -1.409
H 4.281 -0.002 -0.136
H -0.739 2.553 0.720
H 0.964 -0.809 2.165
H 3.519 -1.333 -1.275
H -4.086 -1.507 -0.821
H 1.482 2.340 0.330
H -2.012 2.962 -0.776
H -2.850 2.492 1.131

=====

Entry from OMol25: Cl6Si3 in the gas phase (ωB97M-V/def2-TZVPD).

Calculated values
**E_HOMO**: -8.9 eV
**Orbital gap**: 6.89 eV
**Electronic energy**: -98774.44220 eV

Element x y z (Å)
Cl -2.947 -0.387 1.842
Cl 2.034 0.993 -1.844
Cl 0.039 -1.273 -2.316
Cl 0.170 2.739 0.536
Cl 2.554 0.923 1.515
Cl 0.268 -2.286 0.897
Si -2.649 -0.604 -0.220
Si -0.320 -0.711 -0.358
Si 1.166 1.046 0.039